(1)
Density functional theory data (the ωB97M-V functional and the def2-TZVPD basis) for the molecule C6H11NO at a distorted geometry.

ORCA input file:
```
! wB97M-V def2-TZVPD RIJCOSX def2/J DEFGRID3
* xyz 0 1
C 2.81337 -0.26413 0.06416
C 1.31431 -0.06460 -0.07702
N 0.45269 -0.90743 -0.51627
C -0.99518 0.03514 -0.23177
C -1.58769 -0.61103 1.05797
C -1.96536 -0.14617 -1.33170
O -0.52260 1.41176 -0.08378
C 0.78837 1.30692 0.36539
H 2.97310 -0.48624 1.15041
H 3.51705 0.23829 -0.43767
H 2.92426 -1.25496 -0.28784
H -2.57752 -0.05626 1.19064
H -0.82767 -0.45758 1.78529
H -1.77908 -1.66601 0.89150
H -2.82718 0.53841 -1.26954
H -2.33963 -1.27354 -1.32249
H -1.66757 -0.00257 -2.34599
H 0.87131 1.47748 1.40096
H 1.43500 2.18251 -0.00227
*
```

Calculated values
gap between HOMO and LUMO: 10.609 eV
LUMO level: 0.03487 Eh

---

(2)
Density functional theory data (the ωB97M-V functional and the def2-TZVPD basis) for the molecule C6H11NO at a distorted geometry.

ORCA input file:
```
! wB97M-V def2-TZVPD RIJCOSX def2/J DEFGRID3
* xyz 0 1
C 3.12123 -0.72634 -0.36827
C 1.95581 -1.32549 -0.21006
C 0.62756 -0.56522 0.68438
C -0.23952 -0.18616 -0.37050
C -0.32796 -0.09868 -1.67159
C -1.63685 0.43813 0.65658
N -2.45785 1.22229 -0.20976
O -1.16892 1.13914 1.79966
H 3.28440 0.29428 -0.04226
H 3.99693 -1.23113 -0.76086
H 1.76760 -2.33078 -0.57351
H 0.22636 -1.33763 1.33746
H 1.08393 0.26823 1.21284
H 0.46876 -0.43743 -2.31447
H -1.23284 0.29169 -2.11449
H -2.20881 -0.44859 0.96591
H -3.36016 1.46130 0.19154
H -1.97932 2.06723 -0.49896
H -1.92034 1.50512 2.28638
*
```

Calculated values
gap between HOMO and LUMO: 9.781 eV
LUMO level: 0.02991 Eh

---

(3)
Density functional theory data (the ωB97M-V functional and the def2-TZVPD basis) for a 2-piece molecular cluster, C6H11NO overall at a distorted geometry.

ORCA input file:
```
! wB97M-V def2-TZVPD RIJCOSX def2/J DEFGRID3
* xyz 0 1
C -0.67837 1.61607 0.89534
C 0.41258 0.74989 1.51501
O 1.67597 0.93837 0.89439
C 0.05673 -0.73497 1.57490
C -0.04200 -1.58219 0.37109
N -1.15103 -1.26227 0.89840
H -0.27365 2.44641 0.31893
H -1.32485 1.08430 0.20272
H -1.31608 2.01466 1.67898
H 0.58570 1.07369 2.54580
H 1.60318 0.67557 -0.03218
H 0.31783 -1.22848 2.50840
H 0.52402 -2.35622 -0.09778
C 0.49062 -0.20757 -2.21479
C -0.61381 -0.95828 -2.13893
H 1.44864 -0.62589 -2.47162
H 0.49329 0.83687 -1.94164
H -0.63115 -1.96087 -2.53678
H -1.57761 -0.51911 -1.97025
*
```

Calculated values
gap between HOMO and LUMO: 10.330 eV
LUMO level: 0.03294 Eh

---

(4)
Density functional theory data (the ωB97M-V functional and the def2-TZVPD basis) for the molecule C6H11NO at a distorted geometry.

ORCA input file:
```
! wB97M-V def2-TZVPD RIJCOSX def2/J DEFGRID3
* xyz 0 1
C 0.70298 1.45822 -0.43235
C -0.73530 -0.52608 0.30389
C 0.01952 -0.72840 1.49195
C 0.36190 0.13125 -0.60921
C -1.96792 0.43756 0.32457
C 1.21597 -0.80710 -1.39571
N 0.24577 2.26062 0.54561
O 0.64077 -1.92458 1.76435
H 1.44193 1.66291 -1.21967
H -1.13001 -1.54383 -0.15976
H 0.37938 0.07121 2.12313
H -2.63242 0.32475 -0.51726
H -1.60121 1.45690 0.32272
H -2.60009 0.24791 1.17638
H 1.81951 -1.64683 -0.99847
H 1.90173 -0.21791 -2.01312
H 0.69572 -1.27350 -2.36535
H 0.67633 3.18119 0.59215
H 0.56546 -2.56430 1.06618
*
```

Calculated values
gap between HOMO and LUMO (spin up / spin down): 8.017 / 6.516 eV
LUMO level (spin up / spin down): 0.01627 / -0.01686 Eh

---

(5)
Density functional theory data (the ωB97M-V functional and the def2-TZVPD basis) for the molecule C6H11NO at a distorted geometry.

ORCA input file:
```
! wB97M-V def2-TZVPD RIJCOSX def2/J DEFGRID3
* xyz 0 1
C 1.37170 -1.86598 -0.42164
C 1.61763 -0.44362 -0.04090
C 0.75924 0.57264 -0.05560
C 1.18915 1.95524 0.36278
C -0.67188 0.52254 -0.42993
O -1.21972 -0.53058 -1.20688
C -1.64046 -0.54298 0.10272
N -2.99584 -0.25370 0.38001
H 1.21748 -2.47169 0.47405
H 0.49598 -1.96782 -1.05626
H 2.23523 -2.26721 -0.94767
H 2.62208 -0.24118 0.31316
H 1.23536 2.61348 -0.50697
H 2.17245 1.93123 0.82772
H 0.47889 2.38636 1.06988
H -1.10256 1.49023 -0.68439
H -1.25892 -1.35965 0.71470
H -3.36754 0.45476 -0.24118
H -3.13827 0.01793 1.34640
*
```

Calculated values
gap between HOMO and LUMO: 9.315 eV
LUMO level: 0.03588 Eh

---

(6)
Density functional theory data (the ωB97M-V functional and the def2-TZVPD basis) for the molecule C6H11NO2 at a distorted geometry.

ORCA input file:
```
! wB97M-V def2-TZVPD RIJCOSX def2/J DEFGRID3
* xyz 0 1
H 0.84037 0.52921 -2.13146
N 1.17955 0.94328 -1.26332
C 1.25147 0.08231 -0.27902
C 2.28614 0.30409 0.79170
C 0.69965 -1.34275 -0.43533
O -0.73961 -1.28645 -0.41011
C -1.24136 -0.09739 0.15288
C -1.72806 0.87971 -0.84921
C -2.04785 -0.29542 1.39137
O -2.63706 0.57669 1.97524
H 2.57732 1.35107 0.81462
H 3.17394 -0.29588 0.58126
H 1.90161 0.00225 1.76713
H 1.04619 -1.97743 0.39051
H 0.97890 -1.78523 -1.39729
H -0.13937 0.41401 0.53680
H -0.73180 1.26688 -1.32350
H -2.27896 1.69719 -0.39372
H -2.30096 0.38792 -1.63099
H -2.09013 -1.35404 1.71245
*
```

Calculated values
gap between HOMO and LUMO: 9.917 eV
LUMO level: 0.00417 Eh